1.
The following is a DFT calculation (ωB97M-V with the def2-TZVPD basis set) of a structure of composition C44H96F6N7O14S6V.

Last column: Löwdin spin population.
Element x y z (Å)
C (5.13, 3.72, 2.90)  0.000
S (4.02, -3.17, 2.55)  0.003
H (6.26, 1.60, -1.36)  0.000
C (-3.71, 1.99, -5.04)  0.000
H (5.88, 7.25, -2.49)  0.000
H (3.29, -7.65, -5.05)  0.000
S (1.13, -1.82, 5.25)  0.002
H (-4.98, -0.39, -4.93)  0.000
H (2.80, 3.10, 1.50)  0.001
H (3.38, 3.40, -0.93)  0.000
C (-4.38, 2.29, 4.09)  0.000
N (1.42, -7.16, -4.36)  0.000
C (5.33, 1.11, -1.07)  0.000
H (-6.89, 1.75, -5.57)  0.000
H (1.68, -10.47, -4.15)  0.000
H (6.30, 3.88, 0.98)  0.000
H (2.28, -5.27, -4.38)  0.000
N (-3.16, 1.46, 4.36)  0.000
C (4.13, 5.77, 0.10)  0.000
H (-3.09, 1.17, -5.40)  0.000
C (-5.09, 2.31, -2.94)  0.000
H (-4.14, 4.97, -0.89)  0.000
V (2.10, -0.45, 2.34)  0.700
H (-0.85, -0.83, -0.28)  -0.001
C (1.33, -8.45, -3.53)  0.000
C (4.96, 7.02, -1.96)  0.000
C (-4.81, 4.22, -1.31)  0.000
C (2.30, -7.65, -5.51)  0.000
H (5.89, 6.98, 0.03)  0.000
H (5.16, 2.64, 2.83)  0.000
H (-4.40, 3.13, 4.79)  0.000
H (0.14, -9.83, -4.63)  0.000
H (-4.32, 0.57, -1.24)  0.000
C (-4.02, 0.35, 9.28)  0.000
H (-4.64, 1.70, 6.70)  0.000
O (0.32, -1.04, 6.11)  0.000
H (3.22, 5.70, -0.49)  0.000
H (-3.33, 2.69, -1.75)  0.000
S (-0.58, 3.38, 0.60)  0.000
O (4.76, -3.86, 1.54)  0.001
H (-0.54, 0.77, 4.33)  0.000
H (5.52, 0.13, -0.63)  0.000
H (-4.07, -0.33, 5.09)  0.000
H (2.25, -8.49, -2.95)  0.000
C (3.70, 4.22, 3.04)  0.000
O (1.59, -3.10, 5.58)  0.004
H (-1.73, 0.69, -0.41)  0.000
O (-1.95, 3.30, 0.25)  0.000
C (-1.57, -5.23, -5.89)  0.000
H (5.12, 3.62, -1.12)  0.000
H (5.91, 5.37, 1.73)  0.000
O (0.02, 2.26, 1.24)  0.005
H (3.70, 5.27, 3.36)  0.000
C (4.63, 1.92, 0.03)  0.000
H (-1.07, -0.13, -1.89)  0.000
H (2.89, -4.65, -1.17)  0.000
N (0.82, -1.55, 3.61)  0.028
C (1.85, -9.04, -5.83)  0.000
H (3.95, 6.38, 0.98)  0.000
C (1.33, -5.42, -2.50)  0.000
H (-0.41, -7.67, -5.49)  0.000
N (3.90, -1.60, 2.37)  0.026
H (0.32, -3.05, -1.44)  0.000
H (-1.87, 0.89, 2.78)  0.000
H (3.01, -6.55, -3.23)  0.000
O (6.48, -1.78, 2.57)  0.000
H (5.82, 4.01, 3.68)  0.000
C (-5.47, 0.51, -4.55)  0.000
S (0.51, 3.20, -1.55)  0.000
O (1.42, -0.26, 0.87)  0.782
H (-5.10, 3.29, -6.09)  0.000
H (0.37, -5.04, -2.88)  0.000
H (-2.29, 3.05, 5.45)  0.000
H (-5.73, 2.93, -3.56)  0.000
H (-6.27, 0.20, -3.89)  0.000
H (-3.81, 3.52, 2.32)  0.000
H (-5.70, 1.68, -2.29)  0.000
H (-4.76, -0.88, -2.08)  0.000
H (-0.53, -6.79, -3.95)  0.000
H (-0.80, 1.09, 6.01)  0.000
H (-5.26, 1.67, 4.24)  0.000
C (-5.91, 1.30, -5.78)  0.000
N (4.29, 4.38, 0.69)  0.000
H (-3.15, -0.81, 7.77)  0.000
C (4.33, 3.37, -0.40)  0.000
C (-3.40, 0.46, 5.45)  0.000
H (2.50, -3.63, -2.59)  0.000
O (-0.66, 3.00, -2.35)  0.000
H (-1.63, -4.44, -6.63)  0.000
C (-4.12, 3.25, -2.25)  0.000
F (2.52, -3.48, 2.05)  0.002
H (3.49, 0.52, -1.97)  0.000
C (0.47, 2.49, 5.18)  0.000
C (-4.37, 2.62, 2.61)  0.000
C (-0.10, -5.54, -5.58)  0.000
C (-3.78, 1.04, 6.79)  0.000
C (-2.91, 0.70, 3.04)  0.000
C (4.46, 0.92, -2.31)  0.000
F (-0.54, 4.45, 1.79)  0.000
H (-4.98, 0.84, 9.48)  0.000
C (-2.81, -1.05, -1.19)  0.000
F (2.43, -0.91, 5.17)  0.004
C (-3.95, -0.06, 7.82)  0.000
O (4.05, -3.65, 3.88)  0.005
C (1.20, -9.58, -4.55)  0.000
S (-0.33, -2.59, 3.42)  0.003
H (6.15, 5.65, -0.93)  0.000
H (-2.59, -2.04, -1.60)  0.000
H (-2.06, -6.08, -6.38)  0.000
H (0.43, -5.60, -6.54)  0.000
H (-4.36, 2.07, -7.09)  0.000
C (-1.97, 2.36, 4.67)  0.000
H (-3.35, 1.48, 1.03)  0.000
H (1.14, -9.10, -6.67)  0.000
C (-4.77, 2.25, -6.10)  0.000
F (-0.69, -2.22, 1.89)  0.002
H (1.31, 1.89, 5.52)  0.000
H (4.36, 7.91, -1.78)  0.000
H (5.19, 1.97, 0.94)  0.000
H (4.34, 6.34, -2.54)  0.000
O (2.46, 1.01, 2.86)  0.415
C (2.10, -4.30, -1.83)  0.000
H (3.12, 3.67, 3.77)  0.000
O (1.37, 2.10, -1.24)  0.002
H (-4.74, 0.75, 1.85)  0.000
F (5.36, 0.31, 2.46)  0.000
H (-1.92, 3.00, 3.79)  0.000
H (0.75, 2.88, 4.19)  0.000
H (-5.54, 4.78, -1.90)  0.000
H (-3.17, 0.98, 9.54)  0.000
H (4.88, 0.18, -2.99)  0.000
H (-2.51, -0.19, 5.43)  0.000
F (1.40, 4.04, -2.59)  0.000
H (-3.25, -1.37, -0.24)  0.000
C (0.04, -6.89, -4.88)  0.000
C (-3.91, -0.22, -1.87)  0.000
H (-3.05, 2.82, -4.79)  0.000
S (5.33, -1.15, 3.10)  0.002
H (2.62, -9.73, -6.19)  0.000
C (-0.75, 1.57, 5.03)  0.000
H (2.26, 4.78, 1.48)  0.000
C (2.13, -6.05, -3.63)  0.000
H (2.28, -6.88, -6.27)  0.000
O (5.21, -0.90, 4.48)  0.001
H (-5.40, 2.88, 2.36)  0.000
C (5.33, 6.33, -0.64)  0.000
N (-4.39, 1.33, -3.86)  0.000
H (-5.28, 3.73, -0.46)  0.000
H (0.49, -8.30, -2.86)  0.000
C (-1.53, -0.26, -0.91)  0.000
C (1.20, -3.46, -0.92)  0.002
H (1.00, -6.17, -1.77)  0.000
H (-2.52, 1.02, -3.08)  0.000
H (4.15, 1.78, -2.90)  0.000
H (1.71, -2.57, -0.54)  0.002
O (0.07, -3.94, 3.32)  0.003
H (-3.13, -0.36, -3.88)  0.000
H (0.28, -4.70, -5.00)  0.000
C (3.12, 4.14, 1.63)  0.002
H (-2.89, 1.60, 7.10)  0.000
H (-4.79, -0.71, 7.56)  0.000
H (-3.56, 3.81, -3.00)  0.000
H (0.84, -4.06, -0.08)  0.000
H (-4.11, -0.47, 9.98)  0.000
C (-3.82, 1.33, 1.99)  0.000
H (-2.18, -4.99, -5.02)  0.000
H (3.64, 1.44, 0.10)  0.000
C (5.53, 4.37, 1.58)  0.000
O (-1.55, -2.29, 4.09)  0.001
H (0.25, 3.34, 5.83)  0.000
H (-2.97, -0.37, 3.20)  0.000
C (-3.42, 0.41, -3.16)  0.000
H (-6.17, 0.69, -6.64)  0.000
N (0.40, 4.26, -0.39)  0.000

Values from the calculation:
Multiplicity ... 3
HOMO-LUMO gap (spin up / spin down) ... 0.3149 / 0.2365 Ha
Net charge ... +2



2.
The following is a DFT calculation (ωB97M-V with the def2-TZVPD basis set) of a structure of composition C20H20N2O3S2.

Last column: natural (NBO) charge in e.
Element x y z (Å)
C (2.30, 2.78, -2.18)  -0.617
C (-1.96, 1.08, -2.90)  -0.598
S (-1.04, -2.23, -1.75)  0.350
H (3.01, -1.43, 1.38)  0.239
C (0.40, -0.31, 1.52)  0.157
H (3.18, -0.38, 5.56)  0.242
O (0.28, 1.54, -2.38)  -0.528
S (1.26, 0.08, 4.15)  0.458
H (1.88, 1.22, -3.63)  0.202
C (2.67, -1.05, 2.33)  -0.195
H (3.37, 2.76, -2.34)  0.217
C (-2.71, 0.07, -1.98)  0.606
C (2.82, -0.50, 4.56)  -0.389
H (0.33, 2.65, 2.20)  0.220
C (0.22, -1.30, 0.52)  -0.279
H (1.86, 3.57, -2.77)  0.218
C (-2.51, -1.40, -2.42)  -0.619
H (-2.49, 1.04, -3.86)  0.248
C (1.70, 1.43, -2.57)  0.088
H (3.34, 0.21, -1.89)  0.220
N (-1.44, 0.03, -0.57)  -0.428
C (-0.51, 0.77, -3.14)  0.809
H (-0.60, 1.74, 3.40)  0.226
H (-1.60, 2.92, -0.29)  0.229
C (2.27, 0.29, -1.73)  -0.634
H (-2.67, 2.38, 2.49)  0.211
N (1.44, -3.54, 0.53)  -0.289
O (-0.09, -0.04, -3.93)  -0.603
C (1.44, -0.47, 2.51)  -0.286
C (0.91, -2.52, 0.54)  0.282
C (-1.32, 0.94, 0.38)  0.328
H (-3.38, -1.97, -2.09)  0.248
H (-3.10, 2.10, 0.15)  0.271
C (-0.55, 2.01, 2.34)  -0.427
H (4.45, -1.47, 3.54)  0.233
C (-1.84, 2.70, 1.87)  -0.385
H (2.11, 2.98, -1.13)  0.206
C (3.46, -1.06, 3.49)  -0.255
H (2.09, 0.47, -0.67)  0.201
C (-0.44, 0.81, 1.45)  -0.096
H (1.81, -0.65, -2.02)  0.229
C (-2.06, 2.23, 0.42)  -0.470
H (-1.76, 3.79, 1.94)  0.218
C (-0.73, -1.09, -0.50)  0.136
O (-3.76, 0.40, -1.48)  -0.680
H (-2.42, -1.45, -3.50)  0.250
H (-2.07, 2.07, -2.47)  0.240

Values from the calculation:
Multiplicity ... 1
HOMO-LUMO gap ... 0.2958 Ha
Net charge ... 0



3.
The following is a DFT calculation (ωB97M-V with the def2-TZVPD basis set) of a structure of composition CH4N2O.

Last column: natural (NBO) charge in e.
Element x y z (Å)
H (0.46, -1.33, 0.44)  0.146
O (1.47, 0.44, 0.37)  -0.517
C (0.82, -0.61, -0.22)  0.045
N (-0.03, 0.47, -0.56)  0.019
N (-1.17, 0.46, 0.12)  -0.592
H (1.42, -0.98, -1.11)  0.154
H (-1.72, 1.29, -0.12)  0.372
H (-1.25, 0.26, 1.09)  0.374

Values from the calculation:
Multiplicity ... 1
HOMO-LUMO gap (spin up / spin down) ... 0.3779 / 0.3780 Ha
Net charge ... 0



4.
The following is a DFT calculation (ωB97M-V with the def2-TZVPD basis set) of a cluster of 4 separate species, C25H55N3O3 in total.

Last column: Mulliken charge in e.
Element x y z (Å)
H (3.64, -2.85, 2.33)  0.466
H (5.68, -2.22, 4.33)  0.370
H (2.96, 1.60, 3.31)  0.465
H (-3.27, 1.59, 0.81)  0.226
C (-0.17, -2.26, -5.58)  -0.565
H (-0.60, 1.13, -2.77)  0.012
O (-0.19, -0.81, -0.38)  -0.894
H (-1.99, 1.01, -3.73)  0.463
H (-4.47, 0.05, -1.47)  0.512
H (-5.24, -0.51, 4.67)  0.331
H (-3.80, 1.28, 4.66)  0.471
H (2.67, -0.70, 4.06)  0.420
H (-4.76, 0.63, 0.92)  0.566
H (-5.98, 0.41, 3.29)  0.351
H (-0.70, 4.19, -5.00)  0.413
H (-0.29, -2.58, -6.65)  0.359
C (-0.91, 0.99, -3.80)  -0.353
C (-3.10, -0.60, 0.86)  -1.403
C (5.24, -1.89, 3.35)  -0.601
N (3.89, -0.16, 2.46)  0.013
H (-4.37, 1.86, -1.32)  0.382
H (3.47, -2.95, 4.23)  0.313
H (2.02, -1.07, 2.44)  0.330
H (0.77, -0.37, -2.14)  -0.116
H (4.17, -1.70, 0.98)  0.455
C (0.03, 0.32, 0.18)  0.932
C (3.74, -2.38, 3.24)  -0.891
H (5.07, 0.19, 4.07)  0.422
C (-3.84, 0.81, 3.69)  -0.606
H (-0.67, 3.71, -3.36)  0.309
H (-0.46, 1.81, -5.73)  0.433
H (-1.74, 0.29, 3.42)  0.147
H (-0.24, 2.17, 0.09)  0.308
H (-2.91, 0.87, -1.59)  -0.120
O (0.48, 0.56, 1.31)  -0.770
C (-1.42, -2.49, -4.79)  -0.688
H (-2.54, -2.92, 1.53)  0.378
C (-2.32, -2.27, 2.38)  -0.887
C (-1.03, 3.41, -4.32)  -1.429
H (-0.73, -2.07, -2.64)  0.280
H (-3.67, -1.44, 0.41)  0.517
C (2.91, -1.11, 3.07)  -0.336
H (-1.62, -3.56, -4.61)  0.364
C (3.41, 1.34, 2.35)  0.037
H (-2.65, -0.86, 4.41)  0.467
H (0.93, -0.30, -5.67)  0.338
H (2.58, 1.18, 1.62)  -0.291
H (3.10, -0.47, 0.55)  0.247
N (-0.29, -0.44, -3.99)  0.606
H (5.98, 0.05, 2.47)  0.399
C (4.52, 2.31, 1.93)  -0.333
H (0.62, -2.79, -5.11)  0.331
H (-5.17, -1.37, 1.78)  0.271
C (-1.23, -1.62, -3.51)  -0.220
C (0.99, -0.42, -3.24)  -0.698
C (-4.64, -1.30, 2.71)  -0.469
H (4.65, 4.50, 1.50)  0.383
C (-3.81, 0.71, 0.42)  -0.190
C (-0.38, 2.04, -4.68)  -0.401
O (-0.31, 1.48, -0.57)  -0.528
C (-0.03, -0.77, -5.43)  -0.876
C (3.92, 3.69, 1.55)  -1.354
C (-3.89, 0.85, -1.09)  -1.231
H (5.78, -2.41, 2.58)  0.273
H (-4.64, -2.24, 3.25)  0.436
C (5.21, -0.37, 3.14)  -0.541
H (5.16, 1.99, 1.10)  0.289
C (-5.11, -0.13, 3.65)  -0.627
C (-2.70, -0.17, 3.55)  -0.340
H (1.63, -1.27, -3.45)  0.408
H (1.50, 0.47, -3.50)  0.373
H (-1.28, -2.01, 2.42)  0.176
H (-2.13, -1.14, -3.13)  0.147
C (4.06, -0.61, 1.08)  -1.036
H (-3.97, 1.56, 2.95)  0.187
H (0.70, 2.12, -4.58)  0.320
H (3.17, 3.93, 2.30)  0.349
H (-2.21, -2.03, -5.35)  0.358
H (-2.56, -2.80, 3.34)  0.524
H (-2.08, 3.34, -4.42)  0.393
H (4.94, -0.23, 0.57)  0.466
H (3.35, 3.58, 0.62)  0.319
N (-3.17, -1.04, 2.38)  0.191
H (5.17, 2.45, 2.78)  0.392
H (-2.15, -0.66, 0.47)  0.610
H (-0.71, -0.14, -6.01)  0.498

Values from the calculation:
Multiplicity ... 1
HOMO-LUMO gap ... 0.3711 Ha
Net charge ... +2



Number 1: strongest force on any atom 5.3 eV Å⁻¹. Number 2: strongest force on any atom 1.0 eV Å⁻¹. Number 3: strongest force on any atom 3.7 eV Å⁻¹. Number 4: strongest force on any atom 3.9 eV Å⁻¹.